Record 1
Molecular formula: C2H2BrClO2S
Method: DFT, ωB97M-V with the def2-TZVPD basis set

Calculated values
- LUMO: 0.04 eV
- DFT total energy: -3660.20662 a.u.
- F_max: 4.99 eV/A
- Structure (SMILES): C=C(Br)S(=O)(=O)Cl

The geometry in ORCA input format:
```
! wB97M-V def2-TZVPD RIJCOSX def2/J DEFGRID3
* xyz 0 1
C 1.0160 0.8970 -0.5279
C 0.2505 0.5397 0.5593
Br -0.0867 1.1650 2.2238
S -0.7148 -1.0598 0.1224
O 0.2507 -1.8121 -0.6346
O -1.3310 -1.4490 1.3231
Cl -1.9059 -0.3002 -1.2570
H 1.5371 1.8362 -0.4762
H 0.9842 0.1833 -1.3329
*
```

***

Record 2
Molecular formula: C2H2BrIO
Method: DFT, ωB97M-V with the def2-TZVPD basis set

Calculated values
- LUMO: 0.02 eV
- DFT total energy: -3024.34043 a.u.
- F_max: 2.75 eV/A
- Structure (SMILES): O=C(I)CBr

The geometry in ORCA input format:
```
! wB97M-V def2-TZVPD RIJCOSX def2/J DEFGRID3
* xyz 0 1
O -1.1952 2.7105 -0.0087
C -1.2138 1.5518 -0.2375
I -2.9031 0.3556 0.0201
C 0.0701 0.6068 -0.3967
Br 1.7747 1.3714 0.0555
H 0.1399 0.1559 -1.3953
H -0.0756 -0.2838 0.2924
*
```

***

Record 3
Molecular formula: C2H2BrNO2
Method: DFT, ωB97M-V with the def2-TZVPD basis set

Calculated values
- LUMO: -0.58 eV
- DFT total energy: -2856.57171 a.u.
- F_max: 7.24 eV/A

The geometry in ORCA input format:
```
! wB97M-V def2-TZVPD RIJCOSX def2/J DEFGRID3
* xyz 0 1
C -0.4951 1.8624 -0.0017
C -0.3351 -1.2716 -0.1116
N 0.2884 -0.3633 0.6108
O -0.4930 2.1884 -1.0866
O 0.1331 -1.9764 -0.9518
Br 2.1244 0.2401 0.0967
H 0.1340 0.6270 1.1892
H -1.3567 -1.3066 0.2550
*
```

***

Record 4
Molecular formula: C2H2BrO2S
Method: DFT, ωB97M-V with the def2-TZVPD basis set

Calculated values
- LUMO (alpha / beta): 3.14 / 3.14 eV
- DFT total energy: -3200.08530 a.u.
- F_max: 3.23 eV/A

The geometry in ORCA input format:
```
! wB97M-V def2-TZVPD RIJCOSX def2/J DEFGRID3
* xyz -1 1
C 0.0595 -0.2965 -1.4735
C -0.2493 -0.0255 0.0450
O 0.9867 -0.9336 -1.9086
O -0.8985 0.2546 -1.9740
S 1.1706 -0.1532 2.1765
Br -1.7784 -0.9719 0.5209
H -0.4179 0.9056 0.3881
H 1.1273 1.2205 2.2256
*
```

***

Record 5
Molecular formula: C2H2BrO3S
Method: DFT, ωB97M-V with the def2-TZVPD basis set

Calculated values
- LUMO (alpha / beta): 3.13 / 3.13 eV
- DFT total energy: -3275.30069 a.u.
- F_max: 2.74 eV/A

The geometry in ORCA input format:
```
! wB97M-V def2-TZVPD RIJCOSX def2/J DEFGRID3
* xyz -1 1
C -1.4448 -0.5216 -0.1606
C -0.2631 -1.0602 0.1455
O 2.0357 0.6716 -0.9485
O 2.1685 1.1543 1.4114
O 0.2388 1.9906 0.0196
S 1.3117 1.0097 0.2423
Br -0.1324 -2.9507 0.1545
H -2.3231 -0.8982 -0.5955
H -1.5913 0.6046 -0.2687
*
```

***

Record 6
Molecular formula: C2H2Cl2F3OP
Method: DFT, ωB97M-V with the def2-TZVPD basis set

Calculated values
- LUMO (alpha / beta): -0.66 / -2.88 eV
- DFT total energy: -1713.91044 a.u.
- F_max: 2.85 eV/A

The geometry in ORCA input format:
```
! wB97M-V def2-TZVPD RIJCOSX def2/J DEFGRID3
* xyz 0 1
C -2.3811 0.3114 0.5673
C 1.3505 -0.9603 -0.1663
O 1.6969 1.7582 0.7644
F 0.4733 -1.6894 -0.8716
F 2.5317 -1.2877 -0.6935
F 1.3063 -1.4175 1.0656
P 1.0020 0.9744 -0.2741
Cl -3.3317 1.6193 0.3312
Cl 1.9374 1.2189 -1.9964
H -2.5457 -0.1158 1.4942
H -2.0396 -0.4116 -0.2209
*
```

***

Record 7
Molecular formula: C2H2Cl2N2S
Method: DFT, ωB97M-V with the def2-TZVPD basis set

Calculated values
- LUMO (alpha / beta): -0.66 / -0.66 eV
- DFT total energy: -1505.29970 a.u.
- F_max: 2.10 eV/A
- Structure (SMILES): [S-]/[NH+]=N\Cl.C#CCl

The geometry in ORCA input format:
```
! wB97M-V def2-TZVPD RIJCOSX def2/J DEFGRID3
* xyz 0 1
S 2.2368 1.2895 0.5303
N 1.2931 0.0582 -0.1155
N 0.8654 -1.0451 0.2999
Cl 1.2218 -1.3927 1.8691
H 1.2385 0.2185 -1.1241
C -1.6600 -0.1345 -1.0137
C -1.7634 0.5384 -0.0444
Cl -2.0009 1.2522 1.3627
H -1.4314 -0.7845 -1.7643
*
```

***

Record 8
Molecular formula: C2H2Cl2O
Method: DFT, ωB97M-V with the def2-TZVPD basis set

Calculated values
- LUMO: 0.53 eV
- DFT total energy: -1072.86877 a.u.
- F_max: 2.53 eV/A
- Structure (SMILES): ClC1=CO1.Cl

The geometry in ORCA input format:
```
! wB97M-V def2-TZVPD RIJCOSX def2/J DEFGRID3
* xyz 0 1
Cl 1.7179 0.2277 -1.6795
C 0.4419 -0.5153 -0.9576
C -0.7129 -0.2344 -0.5219
O 0.1232 -1.7037 -0.4570
H -1.7829 -0.2723 -0.3561
Cl 0.6365 1.6204 2.1920
H -0.4238 0.8777 1.7801
*
```

***

ΔE to the lowest compared entry with this formula, charge and spin, respectively: 3.8; 0.0; 47.5; 59.8; 64.2; 7.3; 89.7; 97.8 kcal per mole.